Molecular formula: CHF3NO5S2Yb
Method: DFT, ωB97M-V with the def2-TZVPD basis set

## Properties
**⟨S²⟩**: 0.75
**2S+1**: 2
**Energy**: -74129.6247 eV
**Maximum force**: 6.6 eV/A

Each line ends with the Löwdin charge.
CARTESIAN COORDINATES (ANGSTROEM)
O -0.058 1.455 0.623  -0.51
Yb 1.909 1.579 -0.437  1.77
H 0.753 -0.652 -1.839  0.11
N 0.085 -1.026 1.412  -0.38
S 1.393 -1.564 0.499  0.64
O 2.323 -0.308 0.491  -0.68
O 2.017 -2.616 1.346  -0.46
S -0.839 0.158 0.874  0.66
O 0.641 0.543 -1.876  -0.59
O -1.779 0.600 1.931  -0.32
C -2.135 -0.772 -0.137  -0.67
F -1.632 -1.387 -1.206  0.12
F -2.703 -1.733 0.592  0.16
F -3.092 0.061 -0.542  0.14